<P>
Here is a 2-piece molecular cluster, C4H12 overall from OMol25. Energies are from ωB97M-V/def2-TZVPD.

Last column: natural (NBO) charge in e.
Element x y z (Å)
1 C -1.764 1.382 -1.290  -0.609
2 C -1.692 -0.108 -1.717  -0.621
3 H -0.850 1.951 -1.425  0.202
4 H -2.534 1.917 -1.842  0.200
5 H -1.978 1.499 -0.230  0.202
6 H -0.882 -0.348 -2.379  0.213
7 H -2.711 -0.305 -2.044  0.208
8 H -1.675 -0.674 -0.778  0.205
9 C 2.013 -1.292 1.709  -0.611
10 C 1.439 0.039 1.256  -0.607
11 H 2.940 -1.460 1.146  0.200
12 H 2.278 -1.343 2.769  0.206
13 H 1.434 -2.160 1.395  0.205
14 H 1.440 0.143 0.172  0.202
15 H 0.411 0.184 1.554  0.201
16 H 2.040 0.882 1.581  0.204

M ... 60.1 g/mol
Total charge ... 0
Highest occupied orbital energy ... -11.7 eV
Gap between HOMO and LUMO ... 12.8 eV
LUMO level ... 1.1 eV

<Q>
Here is a 2-piece molecular cluster, C4H12 overall from OMol25. Energies are from ωB97M-V/def2-TZVPD.

Last column: natural (NBO) charge in e.
Element x y z (Å)
1 C 1.135 -2.639 -0.462  -0.619
2 C 0.176 -1.589 -0.933  -0.614
3 H 1.685 -3.107 -1.283  0.205
4 H 1.877 -2.340 0.291  0.210
5 H 0.645 -3.365 0.200  0.205
6 H 0.009 -0.887 -0.111  0.199
7 H -0.824 -1.823 -1.293  0.213
8 H 0.692 -0.956 -1.673  0.202
9 C -0.284 2.418 1.220  -0.605
10 C -1.137 1.812 0.068  -0.609
11 H -0.688 2.158 2.188  0.205
12 H 0.727 2.013 1.073  0.195
13 H -0.085 3.486 1.089  0.202
14 H -0.827 2.187 -0.897  0.210
15 H -2.174 1.882 0.394  0.204
16 H -0.926 0.748 0.130  0.198

M ... 60.1 g/mol
Total charge ... 0
Highest occupied orbital energy ... -11.2 eV
Gap between HOMO and LUMO ... 12.3 eV
LUMO level ... 1.1 eV

It turns out <P> is the most stable, with the second structure 0.232 eV higher.

<P>
Here is a 2-piece molecular cluster, C4H12 overall from OMol25. Energies are from ωB97M-V/def2-TZVPD.

Last column: natural (NBO) charge in e.
Element x y z (Å)
1 C -1.833 -1.198 0.494  -0.618
2 C -1.048 -1.912 -0.614  -0.601
3 H -0.892 -0.812 1.117  0.200
4 H -2.531 -0.530 0.022  0.217
5 H -2.207 -1.869 1.248  0.212
6 H -0.616 -1.287 -1.461  0.205
7 H -0.303 -2.514 -0.266  0.197
8 H -1.760 -2.668 -1.114  0.189
9 C 2.089 1.457 0.289  -0.606
10 C 0.696 1.575 -0.132  -0.592
11 H 2.489 2.425 0.002  0.197
12 H 2.247 1.320 1.264  0.199
13 H 2.735 0.826 -0.200  0.204
14 H 0.005 2.062 0.612  0.200
15 H 0.243 0.743 -0.385  0.196
16 H 0.685 2.383 -0.875  0.201

M ... 60.1 g/mol
Total charge ... 0
Highest occupied orbital energy ... -10.9 eV
Gap between HOMO and LUMO ... 12.0 eV
LUMO level ... 1.1 eV

<Q>
Here is a 2-piece molecular cluster, C4H12 overall from OMol25. Energies are from ωB97M-V/def2-TZVPD.

Last column: natural (NBO) charge in e.
Element x y z (Å)
1 C 0.879 -2.084 0.644  -0.608
2 C 1.714 -1.394 -0.448  -0.614
3 H 1.324 -3.025 0.963  0.204
4 H 0.609 -1.464 1.498  0.205
5 H -0.043 -2.349 0.125  0.203
6 H 1.048 -0.869 -1.132  0.202
7 H 2.085 -2.221 -1.065  0.200
8 H 2.588 -0.778 -0.252  0.208
9 C -0.702 1.281 -0.058  -0.606
10 C -1.851 2.312 -0.005  -0.607
11 H 0.113 1.441 0.648  0.203
12 H -1.144 0.315 0.214  0.199
13 H -0.323 1.145 -1.070  0.202
14 H -2.389 2.109 -0.928  0.205
15 H -1.453 3.318 -0.026  0.199
16 H -2.454 2.263 0.893  0.205

M ... 60.1 g/mol
Total charge ... 0
Highest occupied orbital energy ... -11.7 eV
Gap between HOMO and LUMO ... 12.8 eV
LUMO level ... 1.1 eV

It turns out <Q> is the most stable, with the second structure 1.367 eV higher.

<P>
Here is a 2-piece molecular cluster, C4H12 overall from OMol25. Energies are from ωB97M-V/def2-TZVPD.

Last column: natural (NBO) charge in e.
Element x y z (Å)
1 C -0.518 -1.590 -0.959  -0.612
2 C -0.203 -1.361 -2.434  -0.635
3 H -1.184 -0.840 -0.613  0.204
4 H -0.855 -2.573 -0.656  0.207
5 H 0.507 -1.648 -0.374  0.200
6 H 0.900 -1.422 -2.698  0.205
7 H -0.517 -0.288 -2.717  0.217
8 H -0.621 -2.281 -2.888  0.218
9 C 0.015 2.091 2.125  -0.617
10 C 0.618 0.916 1.240  -0.612
11 H 0.717 2.442 2.945  0.202
12 H -0.211 3.050 1.578  0.208
13 H -0.857 1.703 2.582  0.204
14 H 1.177 1.246 0.371  0.203
15 H 1.338 0.302 1.681  0.206
16 H -0.305 0.254 0.816  0.202

M ... 60.1 g/mol
Total charge ... 0
Highest occupied orbital energy ... -10.8 eV
Gap between HOMO and LUMO ... 11.9 eV
LUMO level ... 1.1 eV

<Q>
Here is a 2-piece molecular cluster, C4H12 overall from OMol25. Energies are from ωB97M-V/def2-TZVPD.

Last column: natural (NBO) charge in e.
Element x y z (Å)
1 C -0.219 0.087 -1.896  -0.612
2 C 0.157 -1.260 -1.315  -0.613
3 H -0.941 0.699 -1.393  0.206
4 H 0.671 0.709 -1.891  0.201
5 H -0.492 -0.103 -2.933  0.208
6 H 0.546 -1.320 -0.294  0.203
7 H 0.889 -1.721 -1.976  0.205
8 H -0.662 -1.981 -1.197  0.203
9 C 0.725 0.917 1.595  -0.629
10 C -0.664 0.303 1.657  -0.629
11 H 0.932 1.594 2.412  0.213
12 H 1.458 0.101 1.497  0.208
13 H 0.987 1.355 0.627  0.210
14 H -0.720 -0.736 1.959  0.210
15 H -1.400 0.957 2.132  0.210
16 H -1.160 0.289 0.676  0.206

M ... 60.1 g/mol
Total charge ... 0
Highest occupied orbital energy ... -11.3 eV
Gap between HOMO and LUMO ... 12.5 eV
LUMO level ... 1.2 eV

It turns out <Q> is the most stable, with the second structure 0.792 eV higher.

<P>
Here is a 2-piece molecular cluster, C4H12 overall from OMol25. Energies are from ωB97M-V/def2-TZVPD.

Last column: natural (NBO) charge in e.
Element x y z (Å)
1 C 1.197 0.962 -0.016  -0.615
2 C 1.917 2.262 -0.367  -0.611
3 H 1.807 0.069 -0.168  0.205
4 H 0.901 0.969 1.035  0.202
5 H 0.273 0.801 -0.574  0.205
6 H 1.180 2.972 -0.742  0.204
7 H 2.693 2.134 -1.115  0.205
8 H 2.386 2.718 0.504  0.204
9 C -1.938 -1.296 -0.391  -0.608
10 C -1.167 -1.912 0.758  -0.609
11 H -2.458 -0.387 -0.073  0.202
12 H -1.280 -1.092 -1.241  0.203
13 H -2.684 -1.969 -0.809  0.203
14 H -0.738 -2.852 0.400  0.201
15 H -1.720 -2.114 1.666  0.204
16 H -0.369 -1.265 1.135  0.204

M ... 60.1 g/mol
Total charge ... 0
Highest occupied orbital energy ... -11.6 eV
Gap between HOMO and LUMO ... 12.8 eV
LUMO level ... 1.2 eV

<Q>
Here is a 2-piece molecular cluster, C4H12 overall from OMol25. Energies are from ωB97M-V/def2-TZVPD.

Last column: natural (NBO) charge in e.
Element x y z (Å)
1 C 1.253 -2.611 0.099  -0.609
2 C 0.814 -1.558 1.184  -0.621
3 H 1.972 -2.229 -0.564  0.203
4 H 1.638 -3.513 0.493  0.204
5 H 0.402 -2.877 -0.652  0.196
6 H -0.179 -1.134 0.742  0.206
7 H 1.553 -0.757 1.192  0.209
8 H 0.666 -2.018 2.242  0.213
9 C -1.235 2.574 -0.074  -0.598
10 C -0.738 1.522 -1.063  -0.606
11 H -1.064 2.250 0.930  0.204
12 H -0.766 3.482 -0.428  0.202
13 H -2.366 2.796 -0.147  0.192
14 H -0.984 0.523 -0.729  0.202
15 H 0.266 1.796 -1.245  0.204
16 H -1.233 1.754 -1.979  0.200

M ... 60.1 g/mol
Total charge ... 0
Highest occupied orbital energy ... -11.5 eV
Gap between HOMO and LUMO ... 12.7 eV
LUMO level ... 1.1 eV

<R>
Here is a 2-piece molecular cluster, C4H12 overall from OMol25. Energies are from ωB97M-V/def2-TZVPD.

Last column: natural (NBO) charge in e.
Element x y z (Å)
1 C -1.211 -0.108 1.286  -0.620
2 C -1.830 -0.613 2.588  -0.611
3 H -1.208 0.973 1.221  0.212
4 H -0.289 -0.658 1.144  0.211
5 H -1.826 -0.454 0.444  0.201
6 H -1.085 -0.743 3.371  0.201
7 H -2.661 -0.027 2.983  0.203
8 H -2.291 -1.607 2.517  0.202
9 C 1.457 0.639 -1.230  -0.609
10 C 1.633 0.163 -2.666  -0.609
11 H 1.665 1.699 -1.092  0.203
12 H 0.407 0.540 -0.897  0.204
13 H 2.118 0.090 -0.554  0.203
14 H 1.084 -0.769 -2.824  0.203
15 H 2.692 -0.016 -2.865  0.201
16 H 1.344 0.892 -3.428  0.204

M ... 60.1 g/mol
Total charge ... 0
Highest occupied orbital energy ... -11.6 eV
Gap between HOMO and LUMO ... 12.7 eV
LUMO level ... 1.1 eV

<S>
Here is a 2-piece molecular cluster, C4H12 overall from OMol25. Energies are from ωB97M-V/def2-TZVPD.

Last column: natural (NBO) charge in e.
Element x y z (Å)
1 C 2.094 0.288 -0.787  -0.619
2 C 1.618 -0.813 -1.719  -0.620
3 H 3.133 0.559 -0.969  0.207
4 H 1.524 1.212 -0.930  0.204
5 H 1.972 0.061 0.268  0.208
6 H 2.392 -1.165 -2.401  0.207
7 H 0.783 -0.578 -2.384  0.207
8 H 1.247 -1.665 -1.144  0.206
9 C -1.402 0.663 1.728  -0.614
10 C -2.260 -0.210 0.818  -0.616
11 H -2.082 1.363 2.234  0.204
12 H -0.914 0.174 2.566  0.203
13 H -0.685 1.313 1.232  0.207
14 H -3.277 -0.418 1.130  0.208
15 H -2.315 0.364 -0.117  0.204
16 H -1.831 -1.149 0.477  0.204

M ... 60.1 g/mol
Total charge ... 0
Highest occupied orbital energy ... -11.6 eV
Gap between HOMO and LUMO ... 12.8 eV
LUMO level ... 1.1 eV

It turns out <P> is the most stable, with the second structure 0.122 eV higher.

<P>
Here is a 2-piece molecular cluster, C4H12 overall from OMol25. Energies are from ωB97M-V/def2-TZVPD.

Last column: natural (NBO) charge in e.
Element x y z (Å)
1 C -0.679 0.048 -2.288  -0.605
2 C -1.297 1.094 -1.322  -0.615
3 H -0.948 0.261 -3.314  0.201
4 H 0.406 0.031 -2.176  0.199
5 H -0.977 -0.983 -2.064  0.200
6 H -1.204 0.736 -0.290  0.200
7 H -2.357 1.160 -1.517  0.209
8 H -0.631 1.952 -1.321  0.210
9 C 1.366 0.045 2.160  -0.619
10 C 0.606 -1.030 1.384  -0.613
11 H 2.426 0.148 1.951  0.211
12 H 0.865 1.017 2.161  0.207
13 H 1.222 -0.362 3.174  0.205
14 H 0.729 -2.040 1.807  0.201
15 H 0.944 -1.149 0.337  0.199
16 H -0.472 -0.928 1.318  0.208

M ... 60.1 g/mol
Total charge ... 0
Highest occupied orbital energy ... -11.5 eV
Gap between HOMO and LUMO ... 12.7 eV
LUMO level ... 1.2 eV

<Q>
Here is a 2-piece molecular cluster, C4H12 overall from OMol25. Energies are from ωB97M-V/def2-TZVPD.

Last column: natural (NBO) charge in e.
Element x y z (Å)
1 C 0.801 -2.483 0.418  -0.627
2 C 1.516 -1.373 -0.350  -0.620
3 H -0.254 -2.508 0.113  0.204
4 H 1.139 -3.485 0.171  0.213
5 H 0.659 -2.245 1.473  0.213
6 H 1.998 -0.596 0.244  0.207
7 H 0.832 -0.888 -1.041  0.205
8 H 2.379 -1.706 -0.938  0.206
9 C -1.358 2.596 -0.199  -0.600
10 C -0.882 1.161 0.204  -0.610
11 H -0.943 3.365 0.461  0.196
12 H -0.991 2.813 -1.197  0.199
13 H -2.434 2.717 -0.101  0.200
14 H -1.531 0.472 -0.338  0.200
15 H -1.047 1.124 1.271  0.207
16 H 0.115 1.037 -0.191  0.208

M ... 60.1 g/mol
Total charge ... 0
Highest occupied orbital energy ... -11.5 eV
Gap between HOMO and LUMO ... 12.7 eV
LUMO level ... 1.2 eV

It turns out <P> is the most stable, with the second structure 0.062 eV higher.

<P>
Here is a 2-piece molecular cluster, C4H12 overall from OMol25. Energies are from ωB97M-V/def2-TZVPD.

Last column: natural (NBO) charge in e.
Element x y z (Å)
1 C -0.499 1.654 -1.441  -0.608
2 C -0.169 2.956 -1.015  -0.601
3 H -0.502 1.025 -0.515  0.197
4 H -1.544 1.551 -1.565  0.202
5 H 0.078 1.092 -2.205  0.209
6 H -0.787 3.211 -0.181  0.205
7 H -0.314 3.785 -1.757  0.197
8 H 0.874 2.888 -0.678  0.200
9 C 0.443 -1.571 1.586  -0.605
10 C 0.237 -2.875 0.754  -0.605
11 H 1.274 -1.709 2.238  0.203
12 H 0.657 -0.746 0.980  0.204
13 H -0.448 -1.501 2.229  0.204
14 H -0.687 -3.069 0.325  0.201
15 H 0.867 -2.919 -0.091  0.198
16 H 0.520 -3.769 1.336  0.199

M ... 60.1 g/mol
Total charge ... 0
Highest occupied orbital energy ... -11.1 eV
Gap between HOMO and LUMO ... 12.2 eV
LUMO level ... 1.1 eV

<Q>
Here is a 2-piece molecular cluster, C4H12 overall from OMol25. Energies are from ωB97M-V/def2-TZVPD.

Last column: natural (NBO) charge in e.
Element x y z (Å)
1 C 0.023 1.827 1.214  -0.615
2 C -1.469 1.990 1.378  -0.610
3 H 0.245 0.762 1.013  0.198
4 H 0.506 2.451 0.473  0.212
5 H 0.425 1.864 2.227  0.208
6 H -2.136 1.723 0.536  0.202
7 H -1.856 1.357 2.193  0.204
8 H -1.745 3.055 1.540  0.201
9 C 0.196 -1.703 -1.777  -0.608
10 C 1.333 -2.026 -0.816  -0.610
11 H 0.348 -0.720 -2.213  0.201
12 H 0.067 -2.336 -2.645  0.204
13 H -0.774 -1.758 -1.258  0.198
14 H 1.133 -2.979 -0.312  0.201
15 H 1.507 -1.232 -0.084  0.209
16 H 2.198 -2.274 -1.470  0.204

M ... 60.1 g/mol
Total charge ... 0
Highest occupied orbital energy ... -11.4 eV
Gap between HOMO and LUMO ... 12.5 eV
LUMO level ... 1.1 eV

It turns out <Q> is the most stable, with the second structure 0.537 eV higher.